Here is C25H28N4O4S2 as an isolated structure in a non-equilibrium geometry from the OMol25 dataset. Energies are from wB97M-V/def2-TZVPD.

As for the total energy: -62195.904 eV. The calculation puts the frontier orbital gap at 7.7 eV. The value obtained for the HOMO energy is -7.3 eV. As for the net charge: 0.

```
63
Properties=species:S:1:pos:R:3:lowdin_charge:R:1
S 0.55751 -1.35814 3.05873 0.6758
S 2.18659 -0.37563 0.63382 0.6817
O 1.07005 -1.82211 4.33164 -0.3273
O 0.96175 0.22985 0.15544 -0.3076
O -0.63544 -1.97264 2.49783 -0.3290
O 3.05323 -1.09174 -0.30435 -0.3488
N 1.07717 -5.84522 -3.24694 -0.0736
N 1.43486 -3.14805 -3.84343 -0.1525
N 0.41299 -6.61620 -0.65272 -0.1506
N 1.00816 -3.06313 -0.18795 0.0190
C 2.73849 2.19972 1.28553 -0.0660
C 0.59077 -5.29712 -0.96265 -0.1402
C 0.97755 -7.24755 -2.94845 -0.1353
C 1.58362 -5.54682 -4.55827 -0.1303
C 1.97079 -4.09486 -4.78807 -0.1452
C 0.13890 -7.54207 -1.71680 -0.1493
C 1.11748 -2.61744 -1.46265 -0.0175
C 0.58275 2.53731 4.30671 -0.0837
C 0.19298 0.39447 3.24984 -0.2788
C 3.26150 0.91568 1.19717 -0.2796
C 3.60143 3.24901 1.57851 -0.0702
C -0.88000 0.93883 2.53719 -0.0635
C -0.45827 3.09549 3.56602 -0.0850
C 4.97095 2.98710 1.73334 -0.0786
C 0.59835 -4.33042 0.03144 -0.0654
C 4.61989 0.62841 1.36510 -0.0536
C 5.49205 1.68610 1.61674 -0.0720
C 1.19893 -3.51769 -2.54450 -0.1157
C -0.05019 -6.97351 0.68249 -0.0514
C -1.20486 2.29070 2.69965 -0.0703
C 2.02066 -2.90909 1.33930 -0.0616
C 0.88081 1.18055 4.17918 -0.0576
C 1.82487 -1.59540 1.85300 -0.4422
C 0.92146 -4.89797 -2.28746 -0.0523
C 1.67004 -1.76238 -4.20640 -0.0445
H 1.98464 -7.67968 -2.83552 0.1343
H 2.48412 -6.15017 -4.74460 0.1261
H -0.93475 -7.52666 -1.99130 0.1338
H 0.51225 -7.73545 -3.80592 0.1247
H -1.46185 0.30460 1.86703 0.1167
H -2.05860 2.69581 2.14544 0.1082
H 0.68534 -6.65979 1.44700 0.0940
H 3.07407 -4.02861 -4.75582 0.1295
H 3.03091 -3.09556 0.92312 0.1231
H 5.65646 3.79762 1.96353 0.0985
H 1.68144 2.36684 1.10310 0.1093
H 6.57042 1.48847 1.70473 0.1091
H 1.08978 -1.54818 -1.63984 0.0955
H 0.83299 -5.86035 -5.30112 0.1284
H 2.63046 -1.38422 -3.82210 0.1024
H 0.87739 -1.10257 -3.82599 0.0965
H -1.03292 -6.52267 0.94368 0.1058
H -0.69937 4.15444 3.68049 0.1041
H 1.70127 -1.71665 -5.29998 0.0851
H 3.20012 4.25683 1.67201 0.1058
H 0.36397 -4.56270 1.07473 0.1060
H -0.13152 -8.06613 0.75655 0.0877
H 1.15969 3.14828 5.00370 0.1072
H 1.63786 -3.75173 -5.78089 0.1236
H 4.96981 -0.40009 1.25456 0.1184
H 0.36233 -8.54428 -1.33046 0.1246
H 1.64146 -3.71929 1.98787 0.1073
H 1.65902 0.71704 4.78040 0.1171
```